1.
Below is a molecular structure, C7H14P in a non-equilibrium geometry, with properties calculated with ωB97M-V/def2-TZVPD.

Positions of all 22 atoms, in Å:
P: -0.015 -0.398 -0.365
C: 1.867 -0.232 0.223
C: -2.358 0.641 0.466
C: 1.707 -1.585 0.769
C: -0.943 0.919 0.393
C: 1.401 -1.938 2.146
C: -0.891 1.035 -2.580
C: -0.032 1.067 -1.394
H: 1.954 0.583 0.932
H: -2.498 -0.373 0.057
H: 2.521 -0.140 -0.636
H: 1.434 -1.045 2.655
H: 2.011 -2.385 0.021
H: 0.281 -2.373 2.157
H: -1.646 0.249 -2.626
H: 2.018 -2.835 2.478
H: -2.878 1.377 -0.088
H: -1.303 2.034 -2.550
H: 0.687 1.900 -1.079
H: -2.496 0.723 1.569
H: -0.252 0.888 -3.391
H: -0.571 1.890 0.843

Summary:
Kohn-Sham gap in eV: 7.260
HOMO level in Ha: -0.45714
Largest force on an atom in eV/Å: 4.54
2S+1: 1
Charge: +1
Energy relative to the best compared isomer or geometry (same formula, charge and spin) in kJ/mol: 394.3

Results of the natural (NBO) charge analysis, in e, for atoms 1 through 2: number 1, P, carries 0.86; number 2, C, carries -0.65

2.
Below is 2 unconnected molecules or ions with the total composition C7H17NOSi in a non-equilibrium geometry, with properties calculated with ωB97M-V/def2-TZVPD.

Positions of all 27 atoms, in Å:
Si: -0.116 -0.463 -0.156
O: 1.201 -1.316 -0.555
N: -0.001 2.137 -0.585
C: 0.099 -0.811 2.639
C: -0.624 -0.882 1.552
C: 2.359 -1.447 0.200
C: -1.095 -0.936 -1.783
C: -1.632 -2.320 -1.567
C: 1.167 2.498 0.210
C: -1.153 2.929 -0.368
H: -0.202 -1.384 3.624
H: 0.961 2.433 1.347
H: -2.188 -2.429 -0.593
H: -0.879 3.961 -0.649
H: 1.081 -0.387 2.831
H: 2.289 -0.837 1.073
H: -2.329 -2.728 -2.357
H: -0.645 -0.913 -2.747
H: 3.295 -1.022 -0.511
H: 2.600 -2.478 0.403
H: -1.663 -1.220 1.741
H: 2.063 1.673 0.086
H: -0.736 -2.890 -1.574
H: -1.636 2.894 0.571
H: 1.563 3.631 -0.048
H: -1.854 2.566 -1.058
H: -1.925 -0.259 -1.727

Summary:
Kohn-Sham gap (spin up / spin down) in eV: 7.389 / 7.388
HOMO level (spin up / spin down) in Ha: -0.26392 / -0.26389
Largest force on an atom in eV/Å: 4.32
2S+1: 1
Energy relative to the best compared isomer or geometry (same formula, charge and spin) in kJ/mol: 459.6

Results of the natural (NBO) charge analysis, in e, for atoms 1 through 2: number 1, Si, carries 1.93; number 2, O, carries -0.92

3.
Below is 6 unconnected molecules or ions with the total composition C32H58F11NO10S in a non-equilibrium geometry, with properties calculated with ωB97M-V/def2-TZVPD.

Positions of all 113 atoms, in Å:
S: 0.892 -4.213 -2.943
F: 0.729 -5.788 -3.197
F: 5.413 2.260 -1.063
F: 1.568 -4.099 -4.418
F: 2.391 -4.516 -2.374
F: 0.895 -1.788 -3.898
F: -0.542 -4.007 -3.615
F: 0.259 -0.323 -1.992
F: 0.295 -4.432 -1.470
F: -1.063 -2.012 -1.722
F: 6.044 0.710 -3.297
F: 2.455 -2.148 -2.491
O: 3.935 0.387 -3.410
O: -4.781 -6.650 3.684
O: -3.684 -1.212 1.141
O: 5.750 0.826 0.526
O: 7.610 -1.363 -2.371
O: 3.308 6.664 -2.875
O: 1.410 9.839 -5.688
O: -4.242 -1.876 6.222
O: 6.050 -4.442 0.169
O: 7.320 -2.734 -0.653
N: 4.787 -0.029 -1.341
C: 6.922 -1.697 -1.496
C: 0.235 -1.662 -1.650
C: -4.215 -3.294 6.238
C: -6.081 -6.788 3.137
C: -4.291 -1.575 8.663
C: -6.939 -7.819 3.850
C: 3.752 -2.502 0.432
C: 5.516 -1.244 -1.051
C: -3.707 -8.362 2.282
C: 3.064 -1.212 0.994
C: 2.130 10.918 -6.258
C: -5.537 0.065 0.147
C: 5.606 7.457 -2.501
C: 1.921 -0.652 0.063
C: -3.966 -7.810 3.673
C: 4.354 6.814 -1.929
C: -4.899 -1.247 7.310
C: -4.337 -0.844 -0.063
C: -4.466 -1.921 2.090
C: 3.971 4.434 -3.675
C: 4.872 0.352 -2.749
C: 3.444 10.506 -6.901
C: 5.072 -2.260 -0.302
C: 2.433 9.978 -3.455
C: -5.015 -3.237 1.565
C: 1.151 -2.367 -2.704
C: 6.164 -3.355 -0.207
C: 5.343 1.034 -0.539
C: 0.785 -1.692 -0.190
C: -5.593 -3.932 6.226
C: 3.598 5.867 -4.013
C: 2.068 9.121 -4.655
H: -6.158 -3.603 5.350
H: 2.401 -0.282 -0.860
H: 3.780 -0.429 1.303
H: -3.236 -1.295 8.685
H: 3.958 7.452 -1.136
H: -6.557 -5.810 3.228
H: -4.201 -3.885 1.231
H: -5.573 -3.753 2.348
H: 6.357 7.582 -1.720
H: 4.878 4.381 -3.069
H: -3.625 -3.653 7.088
H: -4.813 -1.033 9.453
H: -6.316 -0.418 0.739
H: -6.512 -8.821 3.784
H: 4.585 5.850 -1.463
H: -4.616 -1.737 -0.632
H: 4.135 10.074 -6.175
H: 2.950 8.608 -5.053
H: 1.051 -2.711 0.145
H: -5.686 -3.092 0.716
H: 1.378 8.340 -4.334
H: -3.596 -0.315 -0.664
H: -5.969 -1.484 7.293
H: -5.506 -5.020 6.200
H: -4.351 -2.640 8.892
H: 3.932 11.370 -7.354
H: 4.008 -3.132 1.315
H: 4.147 3.862 -4.587
H: 5.373 8.437 -2.923
H: 3.061 -3.134 -0.168
H: -4.393 -8.579 4.326
H: -4.628 -8.676 1.788
H: 6.048 6.855 -3.296
H: 1.481 11.347 -7.023
H: -3.045 -9.227 2.335
H: 3.170 3.955 -3.108
H: 2.289 11.704 -5.512
H: -7.937 -7.853 3.409
H: -6.020 -7.003 2.065
H: -6.176 -3.665 7.109
H: 4.377 6.341 -4.620
H: 2.898 9.365 -2.683
H: -0.085 -1.382 0.432
H: 2.542 -1.530 1.928
H: -3.014 -7.520 4.122
H: -3.811 -2.122 2.939
H: -3.240 -7.602 1.651
H: 1.493 0.225 0.589
H: 3.270 9.754 -7.675
H: 3.131 10.775 -3.717
H: -4.819 -0.173 7.136
H: -5.272 -1.283 2.468
H: -5.240 0.973 0.675
H: 1.540 10.449 -3.038
H: -3.677 -3.600 5.338
H: 2.693 5.862 -4.622
H: -7.032 -7.571 4.910
H: -5.974 0.344 -0.814

Summary:
Kohn-Sham gap in eV: 8.518
HOMO level in Ha: -0.34848
Largest force on an atom in eV/Å: 4.37
2S+1: 1
Structure (SMILES): O=C1OC(=O)C(N(C(=O)F)C(=O)F)=C1CCCCC(F)(F)C(F)(F)S(F)(F)(F)(F)F.CCOCC.CCOCC.CCOCC.CCOCC.CCOCC

Results of the Mulliken charge analysis, in e, for atoms 1 through 2: number 1, S, carries 1.29; number 2, F, carries -0.29

4.
Below is a molecular structure, C3H7N2O2 in a non-equilibrium geometry, with properties calculated with ωB97M-V/def2-TZVPD.

Positions of all 14 atoms, in Å:
O: -2.822 0.041 1.026
O: -3.086 0.311 -1.187
N: -1.090 0.902 -0.138
N: 1.969 -1.236 0.615
C: -2.416 0.299 -0.147
C: -0.019 0.183 0.537
C: 1.072 -0.359 -0.396
H: 0.532 0.850 1.201
H: 1.411 0.681 -0.823
H: 2.915 -1.367 0.233
H: -0.887 1.159 -1.103
H: 0.697 -0.753 -1.334
H: -0.406 -0.603 1.191
H: 2.130 -0.108 0.324

Summary:
Kohn-Sham gap in eV: 7.326
HOMO level in Ha: -0.13770
Largest force on an atom in eV/Å: 4.56
2S+1: 1
Charge: -1
Energy relative to the best compared isomer or geometry (same formula, charge and spin) in kJ/mol: 372.8

Results of the natural (NBO) charge analysis, in e, for atoms 1 through 2: number 1, O, carries -0.81; number 2, O, carries -0.79